# C10H23N4O9P

A cluster of 4 separate species, C10H23N4O9P in total (ωB97M-V/def2-TZVPD, the OMol25 dataset).

Cartesian coordinates (Å):
C1 -4.7220 -1.9702 0.6267
C2 -3.9665 -2.7747 -0.4395
P1 -2.1276 -2.9780 -0.3356
C3 -1.5440 -2.3793 1.3105
C4 -1.5495 -1.6432 -1.5035
O1 -0.1197 -1.6872 -1.6835
C5 0.4448 -0.4599 -1.5771
O2 1.5838 -0.2223 -1.9411
C6 -0.5557 0.4297 -0.8776
N1 -0.3922 1.8664 -1.0414
C7 -1.8900 -0.1571 -1.2675
O3 -2.8963 0.1220 -0.3154
H1 -4.2202 -1.9273 1.5846
H2 -5.6871 -2.4390 0.8041
H3 -4.9258 -0.9629 0.2962
H4 -4.3700 -3.7790 -0.4691
H5 -4.1641 -2.3320 -1.4128
H6 -0.8636 -1.5408 1.2138
H7 -0.9734 -3.1881 1.7528
H8 -2.3299 -2.1206 2.0105
H9 -1.9506 -1.9734 -2.4593
H10 -0.3845 0.1602 0.1738
H11 0.1333 2.2004 -0.2501
H12 -1.3117 2.2846 -0.9914
H13 -2.2489 0.3231 -2.1743
H14 -2.5049 0.2572 0.5481
C8 3.7046 2.0339 0.3565
N2 3.0062 3.2240 0.9158
O4 1.8109 3.3222 0.7324
O5 3.6713 4.0260 1.5269
H15 2.9792 1.4213 -0.1667
H16 4.4703 2.4002 -0.3196
H17 4.1536 1.5039 1.1906
C9 1.2594 4.8122 3.8963
N3 0.6380 3.7216 4.6963
O6 0.2963 2.7154 4.1119
O7 0.5175 3.9105 5.8844
H18 1.3000 4.4970 2.8607
H19 0.6429 5.6971 4.0182
H20 2.2545 4.9817 4.2944
C10 2.8407 -2.5937 -3.4522
N4 3.7874 -3.6477 -3.9116
O8 3.3793 -4.7849 -3.9938
O9 4.9167 -3.2937 -4.1708
H21 1.8808 -3.0538 -3.2553
H22 3.2538 -2.1492 -2.5554
H23 2.7729 -1.8522 -4.2409

For the HOMO-LUMO gap, the calculation gives 8.66 eV. As for the max |F|: 1.922 eV/Å. The structure (SMILES) is CCP(C)[C@@H]1OC(=O)[C@@H](N)[C@@H]1O.C[N+](=O)[O-].C[N+](=O)[O-].C[N+](=O)[O-].

These are the Mulliken partial charges, in e, on atoms 1 to 6: number 1, C, carries -0.922; number 2, C, carries -0.571; number 3, P, carries -0.106; number 4, C, carries -0.839; number 5, C, carries -0.240; number 6, O, carries -0.256

# C6H11NS

An isolated molecule of C6H11NS (ωB97M-V/def2-TZVPD, the OMol25 dataset).

Cartesian coordinates (Å):
C1 1.2543 -0.7868 -0.7255
C2 0.3808 0.3646 -0.2802
C3 0.8278 1.7237 -0.7586
C4 -1.0479 -0.0087 -0.6714
C5 -1.5879 -0.9413 0.4760
N1 -1.0573 -0.3613 1.6759
C6 0.2948 0.2697 1.3337
S1 1.3736 0.4540 2.4828
H1 1.0456 -1.2187 -1.6847
H2 1.0893 -1.5899 -0.0115
H3 2.3472 -0.5408 -0.6666
H4 1.5815 2.0452 0.0273
H5 0.0237 2.3451 -0.7971
H6 1.3038 1.5735 -1.7713
H7 -1.0954 -0.4270 -1.6420
H8 -1.7180 0.7724 -0.5083
H9 -2.6769 -1.0548 0.4919
H10 -1.2196 -1.9319 0.3341
H11 -1.1193 -0.6873 2.6956

The energy above the lowest of the compared OMol25 structures with the same formula, charge and spin comes out at 0.7573 eV. For the HOMO-LUMO gap, the calculation gives 9.08 eV. As for the max |F|: 4.840 eV/Å. The structure (SMILES) is CC1(C)CCNC1=S.

These are the Mulliken partial charges, in e, on atoms 1 to 6: number 1, C, carries -1.668; number 2, C, carries 1.745; number 3, C, carries -1.587; number 4, C, carries -1.064; number 5, C, carries -0.615; number 6, N, carries -0.262

# C11H16Cl2O8

A cluster of 4 separate species, C11H16Cl2O8 in total (ωB97M-V/def2-TZVPD, the OMol25 dataset).

Cartesian coordinates (Å):
O1 -1.6721 -1.2959 1.9295
C1 -2.8413 -1.5919 1.6697
C2 -4.0831 -0.7724 1.9234
C3 -5.1219 -1.5065 1.1766
C4 -4.5618 -2.9506 1.0083
O2 -3.1161 -2.7193 1.0046
H1 -4.1680 -0.6844 2.9955
H2 -3.8793 0.1851 1.4868
H3 -6.1312 -1.4791 1.6534
H4 -5.2435 -1.1548 0.1479
H5 -4.7849 -3.5858 1.8681
H6 -4.8109 -3.4718 0.0956
O3 -2.6513 2.5755 0.0772
C5 -1.6485 3.1364 -0.1390
O4 -0.7068 2.6570 -1.0260
C6 0.2962 3.6879 -1.3273
C7 0.1393 4.5892 -0.0786
O5 -1.2297 4.3673 0.2506
H7 1.2897 3.2007 -1.3698
H8 0.0445 3.9986 -2.3211
H9 0.2427 5.6375 -0.1240
H10 0.7287 4.2013 0.7423
O6 7.8627 -1.6564 -0.9600
C8 6.6921 -1.6044 -1.0188
O7 6.0169 -0.7426 -1.7514
C9 4.6235 -0.7702 -1.4102
C10 4.5075 -2.1500 -0.7147
O8 5.8689 -2.4018 -0.2905
H11 4.3711 0.0456 -0.7040
H12 4.0569 -0.5851 -2.2680
H13 4.2275 -3.0148 -1.4147
H14 3.8577 -2.3008 0.1783
Cl1 0.6796 -0.8322 -1.8924
C11 0.2186 -0.3831 -0.1902
Cl2 1.5715 0.2662 0.7581
H15 -0.5407 0.4180 -0.2474
H16 -0.1045 -1.3125 0.2824

For the HOMO-LUMO gap, the calculation gives 10.91 eV. As for the max |F|: 3.574 eV/Å. The structure (SMILES) is O=C1CCCO1.O=C1OCCO1.O=C1OCCO1.ClCCl.

These are the Mulliken partial charges, in e, on atoms 1 to 6: number 1, O, carries -0.665; number 2, C, carries 0.566; number 3, C, carries -0.155; number 4, C, carries -0.475; number 5, C, carries -0.443; number 6, O, carries -0.365

# C6H3Cl2FeNO3PmS

A structure of composition C6H3Cl2FeNO3PmS (ωB97M-V/def2-TZVPD, the OMol25 dataset).

Cartesian coordinates (Å):
Fe1 -0.1649 -0.7792 -3.6850
Pm1 -0.3075 -0.5224 0.1623
Cl1 -1.2372 0.4540 -2.0986
Cl2 1.7625 -1.4056 -0.9184
C1 -1.4298 -2.1279 1.9779
C2 -0.4874 0.0007 -5.3340
C3 0.4276 -2.3189 -4.6344
O1 -1.6996 -2.9156 2.7651
O2 -0.7934 0.4237 -6.3768
O3 0.5287 -2.7064 -5.7268
S1 -0.5254 2.7222 3.3785
C4 0.8689 1.8560 3.9878
C5 1.2085 0.8465 3.1228
N1 0.3167 0.6764 2.0266
C6 -0.7269 1.5682 2.0927
H1 1.4763 2.1658 4.8491
H2 2.0813 0.1870 3.1863
H3 -1.2984 1.8755 1.2249

The energy above the lowest of the compared OMol25 structures with the same formula, charge and spin comes out at 0.3773 eV. For the HOMO-LUMO gap (spin up / spin down), the calculation gives 8.77 / 5.73 eV. The expectation value of S² is 24.79. The multiplicity is 10. As for the max |F|: 10.684 eV/Å. As for the net charge: +4.

These are the Mulliken partial charges, in e, on atoms 1 to 6: number 1, Fe, carries 0.423; number 2, Pm, carries 1.828; number 3, Cl, carries -0.281; number 4, Cl, carries -0.328; number 5, C, carries 0.045; number 6, C, carries 0.548

# F2O3S

A cluster of 2 separate species, F2O3S in total (ωB97M-V/def2-TZVPD, the OMol25 dataset).

Cartesian coordinates (Å):
O1 0.9311 -1.3142 -0.3845
O2 -1.1165 -0.1924 -1.2738
O3 -0.3269 0.9687 1.5694
F1 -0.5027 -0.2608 2.1688
F2 0.8632 0.9824 -1.4133
S1 0.1518 -0.1838 -0.6666

The energy above the lowest of the compared OMol25 structures with the same formula, charge and spin comes out at 2.0256 eV. For the HOMO-LUMO gap (spin up / spin down), the calculation gives 9.63 / 8.36 eV. As for the max |F|: 3.106 eV/Å.

The computed Mulliken charges, all in e, follow: number 1, O, carries -0.355; number 2, O, carries -0.380; number 3, O, carries -0.122; number 4, F, carries -0.051; number 5, F, carries -0.128; number 6, S, carries 1.036

# C20H18F4O6

A cluster of 3 separate species, C20H18F4O6 in total (ωB97M-V/def2-TZVPD, the OMol25 dataset).

Cartesian coordinates (Å):
C1 -0.1326 0.3182 -0.1131
C2 -0.2692 1.5899 -0.9592
C3 -0.4391 2.9031 -0.1985
F1 0.2287 2.8303 1.0265
C4 -1.8617 3.3726 0.1196
C5 -2.7595 2.3994 0.8922
C6 -3.9349 2.1461 -0.0777
C7 -4.3449 0.6971 -0.1863
F2 -3.3886 -0.0424 -0.7348
F3 -5.4494 0.5419 -0.9111
F4 -4.5896 0.2005 1.0324
O1 -3.4509 2.5418 -1.3798
C8 -2.6661 3.6510 -1.1349
O2 -2.7058 4.6332 -1.8023
H1 -0.1596 -0.5416 -0.7835
H2 -0.9288 0.1934 0.6194
H3 0.8217 0.3095 0.4080
H4 -1.0651 1.4936 -1.7044
H5 0.6628 1.6796 -1.5283
H6 0.0384 3.7127 -0.7591
H7 -1.7452 4.3137 0.6618
H8 -2.2805 1.4532 1.1301
H9 -3.1196 2.8146 1.8325
H10 -4.8007 2.7752 0.1395
O3 2.2606 -0.9185 -1.4916
C9 3.3185 -0.4373 -1.8356
C10 4.4745 -0.3872 -0.9052
C11 5.6350 0.1460 -1.2762
C12 5.8232 0.7126 -2.6364
O4 6.8804 1.1965 -2.9760
C13 4.6646 0.6642 -3.5660
C14 3.5040 0.1313 -3.1948
H11 4.3078 -0.8049 0.0798
H12 6.4929 0.1966 -0.6179
H13 4.8273 1.0850 -4.5501
H14 2.6450 0.0832 -3.8524
O5 -1.8823 -6.1360 3.3266
C15 -1.2679 -5.1458 2.9951
C16 -1.2424 -3.9325 3.8527
C17 -0.5689 -2.8448 3.4895
C18 0.1878 -2.7986 2.2124
O6 0.8010 -1.8092 1.8768
C19 0.1607 -4.0100 1.3537
C20 -0.5130 -5.0977 1.7168
H15 -1.8008 -3.9934 4.7781
H16 -0.5346 -1.9478 4.0950
H17 0.7166 -3.9450 0.4267
H18 -0.5493 -5.9936 1.1101

For the HOMO-LUMO gap, the calculation gives 8.75 eV. As for the max |F|: 0.895 eV/Å. The structure (SMILES) is CC[C@H](F)[C@@H]1C[C@H](C(F)(F)F)OC1=O.O=C1C=CC(=O)C=C1.O=C1C=CC(=O)C=C1.

These are the Mulliken partial charges, in e, on atoms 1 to 6: number 1, C, carries -1.158; number 2, C, carries -0.519; number 3, C, carries -0.194; number 4, F, carries -0.401; number 5, C, carries 0.559; number 6, C, carries -1.156

# C16H25ClN5O5Pt

A structure of composition C16H25ClN5O5Pt (ωB97M-V/def2-TZVPD, the OMol25 dataset).

Cartesian coordinates (Å):
Pt1 -0.1872 0.1084 -0.0016
N1 0.5573 -1.7268 1.2384
C1 0.0318 -3.0421 0.8914
C2 -1.2679 -2.9068 0.1362
O1 -2.1043 -3.7686 0.0966
N2 -1.3657 -1.6979 -0.5626
C3 -2.5007 -1.4560 -1.2706
C4 -3.2239 -0.1203 -0.3778
O2 -4.4022 -0.1927 -0.3098
O3 -2.3296 0.6921 -0.0155
H1 1.5718 -1.6960 1.2495
H2 0.2583 -1.3970 2.1534
H3 -0.1268 -3.6719 1.7653
H4 0.7353 -3.5546 0.2328
H5 -3.2166 -2.2675 -1.3389
H6 -2.3510 -0.8949 -2.1930
Cl1 2.3998 1.9075 -0.4484
C5 0.4173 2.9485 1.1824
C6 0.8181 1.9241 2.2115
O4 1.3981 2.2583 3.2068
O5 0.4679 0.6905 1.9308
H7 -1.0070 2.9121 -0.3684
H8 -0.0153 3.8554 1.5814
C7 0.0243 5.2912 -0.6643
C8 1.2431 4.3889 -0.8899
C9 1.3708 4.1066 -2.3898
C10 2.4931 5.1001 -0.3651
C11 1.0852 3.0690 -0.1354
N3 -0.2010 2.3968 -0.0329
H9 0.1760 6.2163 -1.2193
H10 -0.1114 5.5693 0.3804
H11 -0.9041 4.8547 -1.0430
H12 1.4214 5.0521 -2.9299
H13 0.5077 3.5490 -2.7652
H14 2.2706 3.5391 -2.6209
H15 2.6154 6.0491 -0.8874
H16 3.3913 4.5068 -0.5315
H17 2.4102 5.3060 0.7032
C12 -1.8639 1.9991 -4.9836
C13 -0.9558 1.2180 -4.0996
C14 0.1703 0.4711 -4.3709
C15 0.6266 -0.0160 -3.1348
N4 -0.1755 0.4112 -2.1687
N5 -1.1255 1.1710 -2.7624
C16 1.8105 -0.8700 -2.8473
H18 -1.9283 1.5301 -5.9626
H19 -1.4869 3.0135 -5.1196
H20 -2.8697 2.0608 -4.5683
H21 0.6113 0.2994 -5.3375
H22 -1.9068 1.4977 -2.2144
H23 2.7154 -0.4151 -3.2489
H24 1.6973 -1.8514 -3.3086
H25 1.9447 -1.0046 -1.7738

The energy above the lowest of the compared OMol25 structures with the same formula, charge and spin comes out at 0.7586 eV. For the HOMO-LUMO gap (spin up / spin down), the calculation gives 9.70 / 7.07 eV. The expectation value of S² is 6.02. The multiplicity is 5. As for the max |F|: 0.736 eV/Å. As for the net charge: +1.

These are the Mulliken partial charges, in e, on atoms 1 to 6: number 1, Pt, carries 2.373; number 2, N, carries -0.524; number 3, C, carries -0.557; number 4, C, carries 0.396; number 5, O, carries -0.556; number 6, N, carries -0.309

# C6H13BNO3

The ion C6H13BNO3 with charge -1 (ωB97M-V/def2-TZVPD, the OMol25 dataset).

Cartesian coordinates (Å):
N1 -2.7325 0.5225 0.5863
C1 -1.9340 -0.4036 -0.2520
C2 -0.9967 -1.2957 0.5814
C3 0.5349 -1.0696 0.5291
O1 1.1842 -2.1459 -0.0660
B1 2.4205 -1.6325 -0.7620
O2 2.4150 -0.1582 -0.4225
C4 1.0751 0.1435 -0.2430
C5 0.8868 1.4760 0.5237
C6 0.2814 2.5577 -0.3164
O3 0.8709 3.2707 -1.0883
H1 -2.3852 1.4698 0.5049
H2 -3.6927 0.5460 0.2696
H3 -2.6251 -1.0303 -0.8155
H4 -1.3765 0.1601 -1.0005
H5 -1.1341 -2.3378 0.2947
H6 -1.3423 -1.2022 1.6120
H7 0.8855 -0.9432 1.5732
H8 3.4584 -2.1511 -0.3447
H9 2.3135 -1.8021 -1.9923
H10 0.5771 0.2077 -1.2273
H11 0.2541 1.3170 1.4023
H12 1.8798 1.7891 0.8456
H13 -0.8183 2.7123 -0.1923

For the HOMO-LUMO gap, the calculation gives 7.14 eV. As for the max |F|: 0.267 eV/Å. As for the net charge: -1.

These are the Mulliken partial charges, in e, on atoms 1 to 6: number 1, N, carries -0.699; number 2, C, carries -0.205; number 3, C, carries -1.082; number 4, C, carries 0.210; number 5, O, carries -0.724; number 6, B, carries 0.833